No. 1
The following is a DFT calculation (wB97M-V/def2-TZVPD) of a molecular structure, C37H75Br2ClIN5O4P.

Each line ends with the Mulliken charge.
Atoms and positions in Å:
1 C 1.067 5.100 -5.982  -1.362
2 C 1.854 5.060 -4.673  -0.663
3 C 0.949 5.035 -3.431  -0.839
4 N 1.434 4.089 -2.431  0.258
5 C 0.591 3.345 -1.526  -0.135
6 C 0.048 2.047 -2.239  -1.246
7 Br 0.293 0.297 -1.294  0.093
8 C 0.496 1.847 -3.700  -0.211
9 C 1.885 1.296 -3.965  -1.462
10 Br -0.756 0.532 -4.505  -0.032
11 C -0.551 4.284 -1.122  -0.021
12 C -1.934 3.880 -0.509  -1.820
13 I -2.354 1.883 0.167  0.217
14 C -2.420 4.839 0.605  -0.322
15 C -3.875 4.640 1.017  -1.562
16 C 0.269 5.394 -0.369  -0.996
17 C 1.521 4.707 0.191  -0.189
18 P 3.075 5.758 -0.075  0.071
19 O 2.758 6.672 -1.367  -0.432
20 Cl 2.567 7.083 1.422  -0.239
21 N 1.480 3.243 -0.248  1.217
22 C 2.911 2.808 -0.349  -1.175
23 C 3.288 1.353 -0.593  -0.978
24 C 3.042 0.320 0.493  -0.003
25 C 3.517 -1.094 0.032  -1.136
26 N 2.582 -2.179 0.314  -0.322
27 C 0.797 2.587 0.929  -1.146
28 O 1.690 2.519 1.991  -0.326
29 C 1.112 2.890 3.238  -0.737
30 H 0.239 4.396 -5.986  0.341
31 H 0.664 6.094 -6.149  0.359
32 H 1.727 4.867 -6.811  0.386
33 H 2.572 4.243 -4.666  0.315
34 H 2.440 5.975 -4.640  0.494
35 H 0.858 6.058 -3.074  0.414
36 H -0.048 4.762 -3.781  0.429
37 H 2.203 3.570 -2.809  0.253
38 H -1.032 2.138 -2.288  0.882
39 H 0.251 2.707 -4.299  0.244
40 H 2.128 1.487 -5.009  0.393
41 H 2.675 1.757 -3.379  0.493
42 H 1.920 0.221 -3.848  0.525
43 H -0.885 4.825 -1.998  0.802
44 H -2.680 4.006 -1.287  1.046
45 H -1.795 4.624 1.476  0.175
46 H -2.223 5.865 0.320  0.462
47 H -4.276 5.597 1.341  0.407
48 H -4.490 4.280 0.198  0.343
49 H -3.981 3.974 1.864  0.396
50 H 0.466 6.163 -1.104  0.168
51 H -0.224 5.894 0.448  0.799
52 H 1.423 4.798 1.265  0.923
53 H 2.080 7.348 -1.231  0.359
54 H 3.440 3.131 0.539  0.690
55 H 3.403 3.371 -1.136  0.812
56 H 2.935 0.985 -1.552  -0.128
57 H 4.372 1.398 -0.715  0.581
58 H 3.633 0.586 1.367  0.438
59 H 2.009 0.220 0.801  0.143
60 H 4.443 -1.338 0.540  0.364
61 H 3.653 -1.043 -1.044  0.346
62 H 1.795 -2.153 -0.321  0.126
63 H 2.207 -2.087 1.249  0.229
64 H -0.072 3.175 1.208  0.539
65 H 0.448 1.596 0.663  0.065
66 H 0.156 2.400 3.402  0.333
67 H 0.962 3.969 3.302  0.257
68 H 1.816 2.601 4.006  0.311
69 C 3.743 -6.699 -3.659  -1.786
70 C 4.198 -7.618 -2.502  1.809
71 C 3.197 -8.760 -2.313  -1.304
72 C 1.892 -8.333 -1.640  -0.450
73 C 2.172 -7.582 -0.339  -1.437
74 C 3.121 -6.399 -0.526  1.740
75 N 4.358 -6.837 -1.237  0.439
76 O 5.169 -7.433 -0.422  -0.601
77 C 2.413 -5.266 -1.287  -1.631
78 C 3.494 -5.820 0.832  -1.707
79 C 5.547 -8.195 -2.911  -1.877
80 H 4.142 -5.692 -3.539  0.317
81 H 4.112 -7.081 -4.610  0.496
82 H 2.660 -6.633 -3.755  0.313
83 H 3.661 -9.543 -1.707  0.398
84 H 2.987 -9.205 -3.287  0.351
85 H 1.294 -7.718 -2.317  0.299
86 H 1.291 -9.218 -1.426  0.406
87 H 1.238 -7.221 0.098  0.399
88 H 2.605 -8.278 0.386  0.373
89 H 3.111 -4.463 -1.521  0.345
90 H 1.624 -4.843 -0.666  0.419
91 H 1.934 -5.586 -2.209  0.257
92 H 3.914 -6.572 1.496  0.384
93 H 2.600 -5.415 1.305  0.375
94 H 4.216 -5.010 0.726  0.366
95 H 6.295 -7.408 -3.014  0.443
96 H 5.441 -8.694 -3.873  0.456
97 H 5.914 -8.927 -2.196  0.377
98 C -3.556 -1.008 4.064  -1.799
99 C -4.438 0.107 4.668  1.923
100 C -5.288 -0.454 5.810  -1.395
101 C -6.466 -1.307 5.341  -0.478
102 C -7.303 -0.556 4.308  -1.277
103 C -6.479 -0.045 3.128  1.466
104 N -5.299 0.733 3.616  0.880
105 O -5.657 1.934 3.974  -0.621
106 C -6.037 -1.224 2.242  -1.535
107 C -7.338 0.845 2.240  -1.858
108 C -3.482 1.154 5.226  -1.959
109 H -3.295 -0.779 3.029  0.251
110 H -2.621 -1.100 4.615  0.509
111 H -4.020 -1.992 4.091  0.310
112 H -5.677 0.377 6.407  0.412
113 H -4.644 -1.036 6.472  0.342
114 H -6.115 -2.259 4.933  0.294
115 H -7.091 -1.560 6.199  0.406
116 H -8.101 -1.198 3.929  0.407
117 H -7.792 0.292 4.797  0.357
118 H -5.355 -0.885 1.460  0.201
119 H -6.909 -1.660 1.758  0.478
120 H -5.555 -2.030 2.788  0.289
121 H -7.791 1.664 2.793  0.373
122 H -8.142 0.250 1.808  0.443
123 H -6.749 1.266 1.423  0.367
124 H -2.887 1.603 4.427  0.337
125 H -2.805 0.675 5.931  0.520
126 H -4.004 1.948 5.755  0.377

Output
<S²>: 2.008
Molar mass: 1007.2 g mol⁻¹
Kohn-Sham gap (spin up / spin down): 7.2 / 8.2 eV
2S+1: 3
Net charge: +1



No. 2
The following is a DFT calculation (wB97M-V/def2-TZVPD) of a single C3H4N2S molecule.

Each line ends with the Mulliken charge.
Atoms and positions in Å:
1 C 0.047 -0.228 0.568  1.325
2 C 1.142 -0.760 0.309  -0.890
3 C -2.131 1.041 0.586  -0.631
4 N 2.763 -1.221 -1.734  -0.481
5 N -1.039 0.157 1.038  -0.400
6 S 2.515 -1.504 -0.110  0.035
7 H -3.046 0.656 0.735  0.271
8 H -1.829 1.982 1.127  0.279
9 H -2.121 1.259 -0.534  0.258
10 H 3.701 -1.383 -1.985  0.234

Output
Molar mass: 100.1 g mol⁻¹
Kohn-Sham gap (spin up / spin down): 7.8 / 7.5 eV
Energy relative to the best compared isomer or geometry (same formula, charge and spin): 115.1 kcal/mol